Record 1
Density functional theory data (wB97M-V/def2-TZVPD) for a cluster of 9 separate species, C46H115N9O9 in total at a distorted geometry.

Cartesian coordinates (Å):
H (-9.50, -11.41, -5.79)
H (-25.39, -3.50, 3.55)
H (-13.47, -9.80, -2.92)
C (-20.80, -8.46, 2.12)
C (-20.21, -4.48, 11.33)
H (-22.92, -1.82, 7.10)
H (-21.09, -4.87, 11.84)
H (-15.04, -10.89, -4.32)
C (-19.26, -11.05, -0.29)
N (-15.74, -6.70, -2.84)
O (-18.64, -8.81, 1.21)
C (-21.00, -7.01, 1.57)
H (-22.58, -18.82, 6.00)
H (-18.15, 1.23, 5.42)
H (-19.50, -11.84, -1.01)
H (-25.77, -11.38, -4.50)
C (-16.24, -5.83, -3.89)
C (-21.74, -10.69, 0.38)
H (-14.97, -12.58, -4.36)
H (-22.19, -9.98, 2.97)
H (-16.70, -9.53, 9.95)
H (-15.61, -10.39, 5.38)
C (-11.98, -10.82, -4.91)
N (-13.11, -10.72, -2.70)
H (-17.02, -1.20, 0.73)
H (-17.12, -13.20, 7.25)
N (-26.81, -2.96, 0.49)
H (-26.68, -1.99, 2.34)
H (-19.23, -5.97, -6.26)
H (-30.07, -12.69, -7.81)
C (-28.50, -11.69, -7.52)
H (-29.23, -11.36, -9.51)
H (-22.16, -11.08, -0.55)
H (-21.11, -6.32, 2.41)
O (-17.94, -0.27, 2.20)
C (-26.80, -11.46, -4.15)
C (-15.52, -11.21, 8.10)
N (-25.39, -15.02, 3.04)
H (-17.17, -7.46, -4.96)
H (-28.57, -10.40, -5.77)
H (-14.79, -12.89, 6.84)
H (-18.27, -9.29, 1.95)
H (-24.12, -1.48, 2.14)
H (-24.13, 0.62, 1.79)
H (-14.18, -5.15, -4.28)
H (-20.43, -1.78, 11.49)
C (-28.77, -10.79, -8.69)
N (-29.69, -12.29, -6.97)
H (-19.71, -5.35, 10.90)
H (-26.96, -10.40, -6.57)
N (-16.80, -12.68, 6.44)
H (-23.12, 0.23, 0.33)
H (-12.45, -9.93, -5.32)
H (-16.93, -8.33, 8.72)
H (-19.38, 1.75, 2.63)
C (-10.26, -11.30, -6.56)
H (-26.77, -12.27, -3.41)
C (-23.93, -4.26, 8.36)
H (-23.03, -8.93, 0.30)
H (-25.21, -4.46, 2.06)
H (-21.09, -8.05, -0.94)
C (-15.50, -12.07, 6.71)
H (-18.56, -1.98, 1.05)
H (-17.14, -5.46, -3.41)
H (-29.47, -9.99, -8.44)
H (-14.86, -4.28, -2.99)
C (-15.02, -11.31, 5.45)
H (-17.43, -11.90, 6.39)
H (-26.17, -3.51, -0.06)
C (-20.69, -3.46, 10.27)
C (-27.80, -11.01, -6.25)
H (-27.85, -10.26, -8.90)
H (-23.97, -2.80, 10.35)
H (-21.56, -11.56, 1.02)
H (-27.80, -12.47, -7.82)
H (-21.47, 0.98, 4.14)
C (-19.09, -0.37, 3.06)
H (-23.69, -15.12, 4.21)
H (-15.22, -11.85, 4.53)
C (-17.73, -1.44, 1.52)
H (-15.56, -3.92, -4.53)
O (-11.51, -11.63, -5.97)
N (-21.68, -4.07, 9.31)
O (-17.07, -5.78, -6.16)
C (-24.62, -17.10, 4.22)
C (-24.12, 0.42, 0.72)
O (-21.23, -5.12, 8.61)
C (-19.35, 1.13, 3.53)
C (-24.69, -15.55, 4.18)
H (-23.26, -19.10, 4.38)
H (-23.93, -1.64, 9.19)
H (-20.67, -4.69, 7.96)
H (-26.77, -4.29, 2.83)
C (-23.48, -18.74, 5.38)
H (-16.53, -7.25, -2.53)
H (-18.70, -5.26, -4.81)
C (-16.26, -9.14, 9.04)
H (-21.69, -2.79, 11.97)
H (-16.00, -11.69, 8.95)
H (-24.76, -3.70, 7.93)
H (-22.26, -3.40, 6.60)
C (-25.33, -14.83, 5.35)
O (-27.45, -11.98, -5.31)
H (-24.43, -4.84, 9.14)
H (-14.46, -11.19, 8.36)
C (-19.60, -2.85, 9.40)
H (-18.93, -11.59, 0.61)
C (-22.79, -9.76, 0.96)
O (-25.01, -0.67, 0.55)
H (-19.83, -9.34, 4.02)
H (-19.76, -1.85, 9.02)
H (-17.23, -2.18, 2.15)
H (-19.31, -3.44, 8.53)
C (-20.42, -10.05, 0.05)
H (-27.36, -3.77, 0.75)
C (-16.50, -6.63, -5.17)
O (-23.72, -17.35, 5.29)
C (-12.93, -11.52, -3.93)
H (-20.22, -6.53, 0.99)
H (-12.49, -12.41, -3.49)
H (-24.05, -2.52, 0.78)
H (-24.89, -15.31, 2.21)
C (-23.25, -2.31, 9.70)
O (-16.21, -10.01, 7.98)
H (-18.95, -0.98, 3.95)
H (-10.40, -10.25, -6.82)
C (-22.24, -1.43, 10.42)
H (-20.43, 0.82, 5.27)
H (-25.16, -14.04, 2.99)
C (-24.73, -1.86, 1.32)
H (-19.46, -7.72, 3.63)
H (-24.91, -15.05, 6.33)
H (-20.98, -7.87, 4.26)
C (-22.73, -3.33, 8.65)
H (-13.80, -11.30, -2.25)
H (-11.04, -10.54, -4.42)
H (-21.24, -2.21, 7.50)
N (-19.88, -9.35, 1.31)
H (-23.70, -10.32, 1.14)
H (-25.61, -17.55, 4.25)
H (-14.01, -10.89, 5.48)
H (-18.43, -10.48, -0.70)
C (-15.13, -4.73, -3.94)
H (-18.17, 2.69, 4.67)
H (-14.32, -11.62, -5.69)
H (-21.94, -6.84, 1.04)
H (-22.69, -0.74, 11.13)
H (-26.35, -15.18, 5.45)
C (-26.07, -2.61, 1.68)
H (-21.57, -0.83, 9.80)
H (-15.49, -6.90, -5.50)
H (-19.57, -4.00, 12.07)
H (-24.44, -19.12, 5.73)
C (-25.85, -3.75, 2.59)
H (-10.01, -11.77, -7.51)
H (-18.66, -4.32, -6.17)
N (-20.52, 1.25, 4.36)
H (-22.88, -8.40, 2.58)
H (-19.63, -8.57, -1.38)
H (-27.22, -10.57, -3.69)
C (-20.60, -9.00, -1.16)
H (-15.54, -5.98, -2.17)
C (-14.37, -11.71, -4.61)
H (-30.23, -11.45, -6.84)
C (-18.43, -5.34, -5.87)
H (-19.94, -0.76, 2.49)
H (-15.26, -8.73, 9.17)
H (-17.14, 1.35, 4.00)
H (-23.64, -5.01, 7.62)
C (-22.24, -2.63, 7.37)
C (-18.11, 1.63, 4.41)
H (-24.10, -17.47, 3.33)
H (-18.66, -2.74, 9.94)
C (-22.20, -9.17, 2.23)
H (-24.47, 1.32, 0.22)
C (-20.29, -8.43, 3.63)
C (-21.27, -2.33, 11.08)
H (-20.83, -9.30, -2.18)
H (-25.47, -13.76, 5.25)

Properties
**Energy relative to the best compared isomer or geometry (same formula, charge and spin)**: 181.50 kcal per mole
**F_max**: 4.38 eV Å⁻¹
**SMILES**: CC1(C)CCCC(C)(C)N1O.CC1(C)CCCC(C)(C)N1O.COC[C@H](C)N.COC[C@H](C)N.COC[C@H](C)N.COC[C@H](C)N.COC[C@H](C)N.COC[C@H](C)N.COC[C@H](C)N
**Charge**: 0
**HOMO energy**: -8.089 eV
**Gap between HOMO and LUMO**: 8.046 eV
**Total energy**: -81392.3461 eV
**LUMO**: -0.043 eV

Record 2
Density functional theory data (wB97M-V/def2-TZVPD) for the molecule C23H21N3O3S2.

Cartesian coordinates (Å):
O (4.87, 1.02, 1.77)
C (1.53, 1.25, -0.68)
C (-2.52, 1.52, 1.00)
C (2.60, 1.47, 1.46)
C (1.47, 1.55, 0.68)
H (4.80, 0.49, -0.93)
H (2.10, -3.81, -1.87)
H (-1.95, 1.74, -2.58)
S (-0.30, -3.80, -1.54)
C (-0.84, -2.68, -0.34)
N (-2.29, 1.13, -0.29)
C (3.88, 0.79, -0.46)
H (6.82, 2.82, 1.31)
C (3.82, 1.09, 0.90)
H (-3.22, 2.69, 4.61)
C (0.09, 0.91, -2.68)
H (-2.19, 3.58, 0.56)
H (-2.63, 4.33, 2.87)
C (-2.33, -0.13, -0.58)
H (7.82, 1.75, 0.32)
C (1.45, -2.37, -0.35)
H (-3.35, 0.27, 4.04)
H (2.38, -1.92, -0.05)
C (-2.85, 0.58, 1.99)
H (-2.91, -2.80, -0.89)
C (-3.03, 2.35, 3.61)
S (-2.10, -0.63, -2.24)
H (6.23, 2.27, -0.26)
N (-2.56, -1.13, 0.32)
N (0.33, 1.33, -1.41)
C (-2.44, 2.87, 1.33)
H (-0.48, 1.60, -0.87)
H (0.53, 1.85, 1.13)
C (2.74, 0.87, -1.24)
C (-2.86, -0.84, 1.67)
C (-2.69, 3.28, 2.62)
H (0.10, -1.24, 0.96)
H (6.18, -0.10, 0.62)
C (-3.10, 1.01, 3.30)
H (-1.56, 0.78, -4.06)
C (1.33, -3.33, -1.29)
C (-2.30, -2.51, -0.03)
H (2.56, 1.69, 2.51)
O (-3.07, -1.74, 2.45)
C (6.17, 0.76, 1.30)
H (6.74, 0.50, 2.19)
H (-2.59, -3.11, 0.84)
H (2.79, 0.64, -2.29)
C (0.21, -1.99, 0.20)
O (0.92, 0.55, -3.48)
C (-1.41, 0.88, -2.99)
C (6.80, 1.98, 0.62)

Properties
**Energy relative to the best compared isomer or geometry (same formula, charge and spin)**: 0.00 kcal per mole
**F_max**: 0.83 eV Å⁻¹
**SMILES**: CCOc1ccc(NC(=O)CSc2nc3ccccc3c(=O)n2Cc2cccs2)cc1
**Charge**: 0
**HOMO energy**: -7.894 eV
**Gap between HOMO and LUMO**: 8.136 eV
**Total energy**: -56476.5277 eV
**LUMO**: 0.242 eV

Record 3
Density functional theory data (wB97M-V/def2-TZVPD) for a cluster of 2 separate species, C5H8O in total at a distorted geometry.

Cartesian coordinates (Å):
H (1.25, 1.55, -1.84)
H (1.69, 1.36, 0.87)
O (-0.51, 1.03, 0.69)
C (0.69, 0.67, -2.15)
H (0.36, 0.78, -3.15)
H (0.88, 0.34, 1.98)
H (0.74, 2.02, 2.14)
C (0.58, -0.59, -1.82)
C (0.71, 1.22, 1.38)
C (-0.44, -1.98, 0.04)
H (-0.53, 0.15, 0.24)
C (0.11, -1.39, -0.97)
H (-1.10, -2.79, -0.13)
H (-0.20, -1.91, 1.09)

Properties
**Energy relative to the best compared isomer or geometry (same formula, charge and spin)**: 110.94 kcal per mole
**F_max**: 2.36 eV Å⁻¹
**SMILES**: C=C=C=C.CO
**Charge**: 0
**HOMO energy**: -9.347 eV
**Gap between HOMO and LUMO**: 9.393 eV
**Total energy**: -7357.4444 eV
**LUMO**: 0.046 eV

Record 4
Density functional theory data (wB97M-V/def2-TZVPD) for a cluster of 12 separate species, C10H42NO13 in total at a distorted geometry.

Cartesian coordinates (Å):
C (6.45, 16.29, 18.22)
H (8.74, 18.59, 14.39)
C (16.22, 14.61, 21.43)
C (15.55, 8.95, 15.49)
N (11.06, 13.60, 18.77)
H (11.89, 13.83, 18.25)
O (9.49, 18.50, 14.98)
H (14.77, 10.67, 16.42)
H (14.41, 14.23, 15.43)
C (16.95, 10.86, 16.37)
O (5.70, 17.14, 17.79)
O (7.62, 14.29, 14.06)
H (8.80, 10.09, 17.86)
C (6.86, 10.48, 23.83)
C (15.94, 15.46, 22.69)
H (11.20, 13.91, 19.72)
H (16.20, 15.24, 20.55)
H (14.87, 14.09, 23.94)
H (16.11, 10.93, 13.97)
H (16.41, 8.62, 14.90)
H (15.03, 16.05, 22.53)
H (16.70, 17.05, 23.36)
H (5.76, 12.13, 16.34)
H (8.35, 13.68, 13.94)
O (5.87, 15.55, 19.00)
O (6.02, 11.80, 17.20)
H (11.46, 12.18, 23.42)
C (15.79, 14.68, 23.96)
H (15.44, 13.85, 21.34)
H (4.89, 13.34, 23.34)
O (11.00, 12.91, 23.00)
H (9.80, 9.39, 16.97)
H (7.86, 14.79, 14.84)
O (15.38, 11.11, 14.57)
C (6.15, 11.61, 23.00)
H (7.23, 10.95, 24.74)
H (16.68, 14.10, 24.19)
H (6.16, 13.11, 24.53)
O (14.11, 14.90, 16.03)
O (7.14, 12.10, 22.17)
H (11.00, 12.59, 18.77)
O (16.96, 16.41, 22.69)
O (7.56, 16.09, 17.80)
H (17.17, 14.08, 21.45)
H (17.16, 10.37, 17.32)
H (15.72, 15.41, 24.76)
H (10.34, 14.19, 18.37)
H (10.10, 12.60, 22.89)
H (5.44, 11.09, 22.35)
H (4.75, 12.09, 24.63)
C (5.41, 12.59, 23.93)
O (9.73, 9.89, 17.78)
H (6.01, 12.56, 17.77)
H (15.44, 8.34, 16.38)
O (9.99, 18.37, 20.37)
H (14.76, 8.72, 14.77)
H (7.78, 10.12, 23.37)
H (6.19, 9.70, 24.20)
H (10.00, 19.26, 20.02)
H (9.19, 17.91, 15.67)
H (17.73, 10.52, 15.68)
H (9.62, 17.84, 19.66)
H (6.77, 12.79, 21.62)
H (14.56, 15.70, 15.75)
C (15.61, 10.40, 15.79)
H (17.07, 11.94, 16.50)

Properties
**F_max**: 7.49 eV Å⁻¹
**Charge**: -1
**HOMO energy**: -0.863 eV
**Gap between HOMO and LUMO**: 2.111 eV
**Total energy**: -39154.7293 eV
**LUMO**: 1.249 eV